1.
{"formula": "C3H5BrO", "method": "ωB97M-V/def2-TZVPD", "elements": ["C", "C", "C", "O", "Br", "H", "H", "H", "H", "H"], "coordinates": [[1.160, 0.960, 2.810], [0.109, 0.796, -0.607], [1.870, 1.383, 1.830], [0.498, 0.833, 3.785], [1.588, 3.204, 1.498], [-0.374, 0.107, 0.017], [0.188, 0.379, -1.688], [0.910, 1.259, -0.103], [-0.540, 1.649, -0.729], [2.667, 0.868, 1.262]], "charge": 0, "homo_lumo_gap_ev": 8.86, "e_above_lowest_kcal_mol": 31.89, "homo_energy_ev": -9.227, "max_force_ev_per_a": 4.3}


2.
{"formula": "C3H5Cl", "method": "ωB97M-V/def2-TZVPD", "elements": ["C", "C", "C", "Cl", "H", "H", "H", "H", "H"], "coordinates": [[0.052, 0.171, -0.105], [-1.018, 0.854, -0.401], [0.477, -1.078, 0.436], [-1.096, 2.430, -1.228], [1.511, 1.381, -0.178], [-1.986, 0.466, -0.266], [1.246, -1.100, 1.234], [-0.355, -1.663, 0.841], [1.169, -1.462, -0.332]], "charge": 0, "homo_lumo_gap_ev": 9.55, "e_above_lowest_kcal_mol": 86.55, "homo_energy_ev": -9.594, "max_force_ev_per_a": 5.9}


3.
{"formula": "C3H5Cl2F", "method": "ωB97M-V/def2-TZVPD", "elements": ["C", "C", "C", "H", "H", "H", "H", "H", "F", "Cl", "Cl"], "coordinates": [[-1.448, -0.078, -0.034], [0.040, -0.489, -0.388], [1.179, 0.358, 0.270], [-2.083, 0.141, -0.944], [-1.983, -0.925, 0.551], [-1.391, 0.862, 0.595], [0.347, -1.499, -0.018], [0.266, -0.443, -1.448], [1.008, 0.311, 1.597], [1.191, 2.076, -0.089], [2.872, -0.315, -0.092]], "smiles": "CCC(F)(Cl)Cl", "charge": 0, "homo_lumo_gap_ev": 11.95, "e_above_lowest_kcal_mol": 6.38, "homo_energy_ev": -11.133, "max_force_ev_per_a": 2.1}


4.
{"formula": "C3H5Cl2F", "method": "ωB97M-V/def2-TZVPD", "elements": ["C", "C", "C", "H", "H", "H", "H", "H", "F", "Cl", "Cl"], "coordinates": [[-1.281, -0.156, -0.115], [0.156, -0.594, -0.314], [1.028, 0.400, 0.347], [-1.900, -1.279, 0.049], [-1.095, 0.839, 1.187], [-1.774, 0.568, -1.107], [0.371, -0.563, -1.383], [0.154, -1.671, -0.084], [0.898, 0.383, 1.696], [2.582, -0.147, -0.145], [0.861, 2.220, -0.130]], "charge": 0, "homo_lumo_gap_ev": 11.22, "e_above_lowest_kcal_mol": 95.41, "homo_energy_ev": -10.720, "max_force_ev_per_a": 4.9}


5.
{"formula": "C3H5Cl2F", "method": "ωB97M-V/def2-TZVPD", "elements": ["C", "C", "C", "H", "H", "H", "H", "H", "F", "Cl", "Cl"], "coordinates": [[1.137, -0.490, 0.432], [0.177, 0.361, -0.399], [-1.387, 0.354, -0.083], [0.663, -1.226, 0.972], [1.328, 0.229, 1.166], [0.394, 0.033, -1.463], [-1.668, 0.442, 0.920], [-1.846, 1.019, -0.803], [0.575, 1.605, -0.210], [2.641, -1.062, -0.306], [-2.016, -1.265, -0.227]], "smiles": "FC(CCl)CCl", "charge": 0, "homo_lumo_gap_ev": 11.85, "e_above_lowest_kcal_mol": 19.18, "homo_energy_ev": -10.930, "max_force_ev_per_a": 3.5}


6.
{"formula": "C3H5Cl2N2", "method": "ωB97M-V/def2-TZVPD", "elements": ["C", "C", "C", "N", "N", "Cl", "Cl", "H", "H", "H", "H", "H"], "coordinates": [[0.053, 0.351, 0.493], [-1.209, 0.393, 0.112], [-0.552, -0.849, -0.308], [-0.111, -1.031, -1.573], [1.148, 1.095, 1.022], [-2.412, 1.558, -0.112], [-0.971, -2.354, 0.783], [0.650, -1.600, -1.602], [-0.872, -1.482, -2.145], [0.973, 2.179, 0.984], [1.905, 0.830, 0.357], [1.398, 0.910, 1.989]], "smiles": "N[C@@]1(Cl)C([NH3+])=C1Cl", "charge": 1, "homo_lumo_gap_ev": 9.69, "e_above_lowest_kcal_mol": 92.25, "homo_energy_ev": -14.094, "max_force_ev_per_a": 4.3}